# 1
This record from the Open Molecules 2025 dataset describes the ion C6H9BrN3O2 with charge +1 in a non-equilibrium geometry. The level of theory is ωB97M-V/def2-TZVPD.

```
21
Properties=species:S:1:pos:R:3
H -0.67 -1.47 1.38
H 1.67 1.22 -1.80
C 2.56 -0.72 0.85
N 1.54 0.64 -0.94
H -0.63 1.67 -2.07
C -2.09 0.62 -1.09
C 1.42 -1.60 1.03
O 4.68 0.88 0.48
O 3.67 1.97 -1.08
C 2.55 0.23 -0.10
N -0.71 0.97 -1.33
Br 0.84 -2.51 -0.66
C 0.25 -1.01 1.64
N 3.75 1.15 -0.21
H 1.74 -2.57 1.71
H -2.16 -0.36 -0.70
C 0.23 0.51 -0.59
H 0.32 -0.32 2.49
H 3.48 -0.65 1.43
H -2.73 0.78 -1.93
H -2.45 1.38 -0.32
```

Kohn-Sham gap (alpha / beta): 7.448 / 7.412 eV
Energy relative to the best compared isomer or geometry (same formula, charge and spin): 644.44 kJ/mol
2S+1: 1
Net charge: +1
DFT total energy: -3122.28341 hartree

---

# 2
This record from the Open Molecules 2025 dataset describes the molecule C6H9Cl in a non-equilibrium geometry. The level of theory is ωB97M-V/def2-TZVPD.

```
16
Properties=species:S:1:pos:R:3
H -2.05 1.60 1.95
H 1.61 -2.68 1.81
H 1.51 0.79 -1.22
H -0.13 0.60 2.37
C 1.05 -1.77 1.57
Cl -0.57 -0.58 -1.90
C -1.27 1.90 1.40
H -1.43 2.28 0.45
H -0.70 2.79 1.74
C 0.38 0.27 0.40
H 1.64 -1.45 -0.72
H 0.57 -1.52 2.70
H -0.27 1.57 -1.19
C 1.06 -1.08 0.37
C -0.17 0.91 1.39
C 0.42 0.73 -1.05
```

Kohn-Sham gap: 9.500 eV
Energy relative to the best compared isomer or geometry (same formula, charge and spin): 295.89 kJ/mol
Structure (SMILES): C=C/C(=C/C)CCl
2S+1: 1
DFT total energy: -694.06053 hartree

---

# 3
This record from the Open Molecules 2025 dataset describes the ion C6H9Cl2N2O with charge +1 in a non-equilibrium geometry. The level of theory is ωB97M-V/def2-TZVPD.

```
20
Properties=species:S:1:pos:R:3
N -2.52 -0.41 0.04
C -1.73 -1.48 0.27
C -1.97 0.95 -0.11
H -2.28 1.16 -1.07
Cl 0.27 2.42 -0.61
C 0.25 -0.28 -0.42
H 0.31 -2.11 0.14
C 2.87 0.54 -0.19
H -2.03 -2.47 0.66
H 3.97 0.22 0.02
Cl -0.20 0.86 1.95
H -2.38 1.75 0.48
N -0.44 -1.46 -0.01
H -3.47 -0.65 0.20
C 2.01 -0.59 0.17
H 2.45 1.44 0.47
O 2.19 -1.71 0.65
C -0.46 0.96 0.20
H 2.76 0.86 -1.32
H 0.40 0.01 -1.53
```

Kohn-Sham gap (alpha / beta): 5.614 / 8.040 eV
Energy relative to the best compared isomer or geometry (same formula, charge and spin): 53.33 kJ/mol
2S+1: 3
Net charge: +1
DFT total energy: -1338.71401 hartree
<S²>: 2.01